No. 1
Entry from the OMol25 dataset: C39H35FeO4P2S2 as an isolated structure (wB97M-V/def2-TZVPD).

Values from the calculation:
- net charge = -1
- Kohn-Sham gap (spin up / spin down) (eV) = 6.0 / 6.8
- 2S+1 = 5
- M (g mol⁻¹) = 749.63
- E_tot (Ha) = -4551.067212
- E_LUMO (spin up / spin down) (eV) = 2.3 / 2.3
- energy relative to the best compared isomer or geometry (same formula, charge and spin) (kcal/mol) = 9.4

Each line ends with the Löwdin charge.
Geometry (Å):
Fe -1.164 1.575 0.646  0.6197
S -1.482 2.614 2.943  0.0557
S -1.757 4.054 1.561  0.2465
P -1.725 -0.764 -1.233  1.1092
P 2.187 0.976 0.790  0.8214
O -2.398 1.501 2.502  -0.4738
O -0.125 2.056 2.587  -0.5222
O 0.818 0.875 0.193  -0.3878
O -1.614 3.001 4.325  -0.3881
C 2.258 4.939 1.486  -0.0641
C -4.098 -1.155 2.121  -0.0843
C 1.965 3.692 0.959  -0.0656
C -5.091 1.981 -2.573  -0.1036
C -4.197 -0.224 -2.493  -0.1106
C -1.538 2.238 -1.296  -0.2426
C 2.776 -2.178 4.043  -0.0904
C -0.219 -2.490 0.811  -0.0578
C 5.557 0.524 -1.496  -0.0857
C -2.524 -4.619 -2.486  -0.0947
C 3.467 -2.301 2.846  -0.0904
C -1.969 -4.631 -3.755  -0.1009
C -3.013 0.273 -1.956  -0.3591
C -2.467 -3.459 -1.721  -0.0922
C -2.412 -1.248 0.394  -0.3418
C -3.274 -1.878 2.967  -0.0812
C 2.512 -0.220 2.088  -0.2688
C -5.244 0.618 -2.830  -0.1163
C 1.813 -0.099 3.293  -0.0499
C -2.805 1.663 -1.785  -0.3178
C -1.363 -3.482 -4.248  -0.0620
C -0.656 -1.085 -4.082  -0.0611
C 3.334 -1.324 1.868  -0.0764
C -1.571 -1.988 1.249  -0.2823
C 5.015 0.100 -2.705  -0.0905
C 2.614 2.567 1.461  -0.2787
C 3.844 3.942 3.005  -0.0815
C -2.025 -2.291 2.528  -0.0501
C 3.197 5.063 2.501  -0.0793
C -3.912 2.489 -2.062  -0.0523
C -1.856 -2.309 -2.207  -0.3185
C 1.954 -1.080 4.262  -0.0651
C 3.347 0.620 -0.546  -0.2641
C -3.667 -0.845 0.840  -0.0800
C 2.808 0.202 -1.756  -0.0537
C 3.645 -0.058 -2.836  -0.0729
C 3.544 2.689 2.491  -0.0809
C -1.294 -2.316 -3.494  -0.2757
C 4.725 0.788 -0.421  -0.0809
H 0.081 -0.653 -3.399  0.0505
H -1.375 -2.849 3.192  0.1040
H 3.404 6.038 2.925  0.0996
H -5.908 2.663 -2.781  0.0931
H -2.903 -3.451 -0.727  0.1052
H -3.819 3.552 -1.873  0.1068
H -4.304 -1.298 -2.627  0.1035
H 2.874 -2.943 4.803  0.0984
H 5.149 1.136 0.515  0.1080
H -3.004 -5.505 -2.088  0.0960
H -5.062 -0.802 2.464  0.1048
H 4.556 4.041 3.814  0.0983
H 4.014 1.807 2.911  0.1043
H 1.150 0.748 3.454  0.0914
H 0.339 -2.874 1.667  0.0721
H 5.665 -0.100 -3.548  0.0986
H 0.367 -1.701 0.339  0.0462
H -1.490 3.320 -1.331  0.0257
H -0.316 -3.296 0.077  0.0751
H -2.006 -5.527 -4.362  0.0933
H 3.865 -1.435 0.931  0.0994
H 4.104 -3.158 2.667  0.0983
H -0.656 1.743 -1.707  0.0181
H 3.220 -0.380 -3.778  0.1016
H -4.293 -0.244 0.192  0.1070
H -1.398 -0.304 -4.262  0.0833
H -3.593 -2.105 3.977  0.0990
H 6.627 0.655 -1.397  0.0995
H -6.159 0.226 -3.253  0.0861
H -0.930 -3.486 -5.243  0.1017
H 1.405 -0.985 5.190  0.1078
H 1.733 0.090 -1.838  0.0879
H 1.190 3.593 0.210  0.0995
H 1.716 5.806 1.134  0.1075
H -0.165 -1.318 -5.027  0.0714

=====

No. 2
Entry from the OMol25 dataset: a 2-piece molecular cluster, C2H10N2O2 overall in a non-equilibrium geometry (wB97M-V/def2-TZVPD).

Values from the calculation:
- Kohn-Sham gap (eV) = 10.2
- M (g mol⁻¹) = 94.11
- SMILES = CNO.NCO
- E_tot (Ha) = -342.102699
- E_LUMO (eV) = 0.9
- energy relative to the best compared isomer or geometry (same formula, charge and spin) (kcal/mol) = 57.2

Each line ends with the Löwdin charge.
Geometry (Å):
O 2.453 0.526 1.939  -0.0533
O -1.043 -0.912 -0.492  -0.1377
N -1.138 0.384 -1.104  -0.1639
N 1.952 -0.561 -0.064  0.0070
C -2.514 0.848 -1.079  -0.1256
C 1.713 -0.488 1.346  -0.4139
H 3.390 0.297 1.832  0.0962
H -2.832 0.956 -0.039  0.0782
H 1.927 -1.471 1.790  0.1156
H -2.538 1.822 -1.556  0.0769
H 1.833 0.357 -0.484  0.0709
H 0.601 -0.254 1.581  0.1166
H -0.850 0.210 -2.067  0.1090
H 1.238 -1.151 -0.497  0.0551
H -3.212 0.177 -1.599  0.0791
H -0.980 -0.739 0.492  0.0897

=====

No. 3
Entry from the OMol25 dataset: a 7-piece molecular cluster, C22H51N8O25S6 overall (wB97M-V/def2-TZVPD).

Values from the calculation:
- net charge = +1
- Kohn-Sham gap (eV) = 8.2
- M (g mol⁻¹) = 1020.08
- E_tot (Ha) = -5576.707787
- E_LUMO (eV) = -3.2

Each line ends with the Löwdin charge.
Geometry (Å):
S -1.561 6.855 -0.213  0.5949
S 12.025 -0.247 4.370  0.5906
S 6.247 -0.195 0.939  0.5871
S -3.186 2.582 3.187  0.5711
S 1.399 -5.845 0.037  0.5676
S -6.684 4.094 -3.812  0.5952
O -2.699 7.229 0.547  -0.2155
O 1.644 0.533 -1.810  0.0730
O -2.433 3.302 4.367  -0.1780
O -4.126 3.436 2.565  -0.1920
O 13.243 -0.874 4.734  -0.2156
O -1.927 5.485 -0.957  -0.2077
O 2.146 -7.211 0.232  -0.1706
O -5.987 3.137 -4.600  -0.2215
O -2.216 1.928 2.360  -0.2686
O -5.907 5.480 -3.920  -0.1783
O -3.950 1.502 4.061  -0.1885
O 7.585 0.104 1.301  -0.2138
O 6.252 -0.836 -0.518  -0.1807
O 0.033 -6.093 -0.265  -0.2175
O -0.954 7.755 -1.121  -0.2026
O 2.137 -4.950 -0.790  -0.2319
O -6.386 3.833 -2.263  -0.2221
O -8.079 4.280 -3.967  -0.2022
O 1.546 -5.323 1.539  -0.2099
O 12.084 0.264 2.860  -0.1884
O 5.428 -0.966 1.809  -0.2288
O 11.485 0.798 5.164  -0.2186
O 10.937 -1.387 4.132  -0.1911
O 5.449 1.126 0.563  -0.1850
O -0.436 6.242 0.746  -0.1771
N -0.462 -1.702 0.847  0.1751
N -3.034 -4.767 -1.304  0.0883
N -4.569 -3.558 -2.539  0.0961
N -5.817 0.020 -2.646  0.0285
N -2.598 -1.002 1.560  0.1867
N 1.775 -1.523 -2.788  0.1631
N -2.108 -3.294 -2.827  0.0861
N -2.125 -1.554 -0.725  -0.0673
C 1.932 -6.417 2.404  -0.1331
C 1.694 -0.667 -1.683  -0.5493
C 11.375 -0.629 1.987  -0.1511
C -3.058 2.974 5.631  -0.1219
C -3.489 1.533 5.432  -0.1316
C -2.670 0.006 -2.699  -0.1590
C 2.817 -7.267 1.512  -0.1213
C -4.946 0.998 -1.993  -0.2733
C 5.246 -0.199 -1.322  -0.1460
C -3.255 -3.475 -1.929  -0.6514
C 1.700 -1.320 -0.310  -0.0763
C -2.056 -0.166 -1.303  -0.1071
C -3.379 -2.292 -0.907  -0.0824
C -5.310 4.677 -1.828  -0.1620
C 0.503 -2.252 -0.117  -0.1148
C 10.277 -1.189 2.871  -0.1611
C -5.510 5.950 -2.620  -0.1377
C -3.647 1.182 -2.766  -0.1861
C -1.714 -1.453 0.586  -0.3351
C -0.456 4.806 0.674  -0.1493
C -0.903 4.514 -0.742  -0.1590
C 5.277 1.245 -0.863  -0.1303
H 0.538 4.423 0.886  0.1388
H -4.907 -2.662 -2.866  0.0464
H 2.453 -5.999 3.260  0.1397
H -6.304 6.570 -2.202  0.1396
H -0.113 -1.475 1.772  0.1786
H -2.538 0.543 -0.614  0.1117
H -1.351 3.529 -0.848  0.1226
H -4.601 6.534 -2.727  0.1370
H 4.343 1.771 -1.044  0.1322
H 3.819 -6.853 1.403  0.1397
H -3.130 -0.925 -3.038  0.0790
H -3.889 1.411 -3.808  0.1211
H -4.729 0.738 -0.944  0.1054
H 1.036 -6.950 2.722  0.1373
H -6.356 -0.532 -1.990  0.0744
H 1.699 -0.508 0.421  0.1285
H -3.130 2.067 -2.376  0.1018
H -0.992 0.089 -1.339  0.1108
H 2.627 -1.889 -0.180  0.1234
H -4.192 -1.611 -1.173  0.1011
H -1.858 0.205 -3.403  0.1184
H 0.842 -3.226 0.224  0.0843
H 4.283 -0.657 -1.101  0.0975
H -2.431 -1.446 2.459  0.1154
H -4.359 4.200 -2.073  0.1141
H -3.652 -2.738 0.051  0.1213
H -2.460 0.009 1.671  0.0723
H -5.470 1.958 -1.971  0.0780
H -0.060 -2.402 -1.040  0.1135
H -5.389 4.822 -0.754  0.1425
H -1.186 4.426 1.388  0.1146
H -0.102 4.645 -1.470  0.1387
H 6.115 1.796 -1.289  0.1388
H -2.103 -4.876 -0.915  0.0524
H -4.315 1.232 6.069  0.1417
H 2.047 -2.466 -2.526  0.0930
H -3.903 3.643 5.791  0.1421
H 0.929 -1.582 -3.344  0.1055
H 2.866 -8.308 1.814  0.1427
H 9.457 -0.482 2.992  0.1149
H 10.996 -0.053 1.148  0.1331
H -4.582 -4.220 -3.307  0.0931
H -3.728 -4.969 -0.596  0.0849
H -2.405 -2.861 -3.696  0.0738
H 12.058 -1.405 1.638  0.1337
H -2.316 3.105 6.411  0.1426
H -1.780 -4.224 -3.076  0.0815
H -2.654 0.840 5.539  0.1329
H 9.896 -2.149 2.535  0.1352
H -5.290 -0.629 -3.219  0.0423
H 5.498 -0.332 -2.369  0.1451

=====

No. 4
Entry from the OMol25 dataset: one molecule with the formula C3H4ClNO2 in a non-equilibrium geometry (wB97M-V/def2-TZVPD).

Values from the calculation:
- Kohn-Sham gap (spin up / spin down) (eV) = 8.7 / 8.7
- M (g mol⁻¹) = 121.52
- SMILES = C[C@@H](N=O)C(=O)Cl
- E_tot (Ha) = -782.033677
- E_LUMO (spin up / spin down) (eV) = -0.7 / -0.7
- energy relative to the best compared isomer or geometry (same formula, charge and spin) (kcal/mol) = 76.2

Each line ends with the Löwdin charge.
Geometry (Å):
Cl -3.824 0.208 -0.284  0.7916
O -2.357 -2.218 0.039  -0.0467
O -2.003 1.844 0.578  0.0754
N -1.439 -1.558 0.502  -0.0575
C 0.296 0.128 0.244  -0.0694
C -1.013 -0.439 -0.237  -0.3141
C -2.297 0.799 0.126  -0.7590
H -1.134 -0.508 -1.323  0.1355
H 0.360 1.188 0.014  0.0780
H 0.375 -0.007 1.319  0.0858
H 1.124 -0.387 -0.237  0.0804

=====

No. 5
Entry from the OMol25 dataset: one molecule with the formula C5H9N in a non-equilibrium geometry (wB97M-V/def2-TZVPD).

Values from the calculation:
- Kohn-Sham gap (eV) = 10.0
- M (g mol⁻¹) = 83.13
- SMILES = C=NC(=C)CC
- E_tot (Ha) = -250.600392
- E_LUMO (eV) = 1.1
- energy relative to the best compared isomer or geometry (same formula, charge and spin) (kcal/mol) = 41.8

Each line ends with the Löwdin charge.
Geometry (Å):
N 1.052 -0.848 -0.570  0.0365
C 0.174 0.502 1.811  -0.0979
C -0.452 0.420 -1.944  0.0275
C 0.446 -1.958 -0.436  -0.0434
C -0.267 1.061 0.448  -0.2088
C 0.150 0.260 -0.752  -0.3981
H -0.607 -2.105 -0.674  0.0871
H -1.349 1.173 0.460  0.1070
H 1.201 0.838 1.880  0.0692
H 0.175 2.050 0.237  0.1191
H -0.452 0.912 2.590  0.0661
H 1.018 -2.814 -0.103  0.0669
H 0.260 -0.573 1.921  0.0556
H -1.003 1.345 -2.094  0.0589
H -0.347 -0.261 -2.775  0.0544

=====

No. 6
Entry from the OMol25 dataset: a 2-piece molecular cluster, C3H6O3 overall in a non-equilibrium geometry (wB97M-V/def2-TZVPD).

Values from the calculation:
- Kohn-Sham gap (eV) = 11.1
- M (g mol⁻¹) = 90.08
- SMILES = C1CO1.O=CO
- E_tot (Ha) = -343.561642
- E_LUMO (eV) = 0.5
- energy relative to the best compared isomer or geometry (same formula, charge and spin) (kcal/mol) = 58.3

Each line ends with the Löwdin charge.
Geometry (Å):
O 0.989 2.164 -2.745  0.0935
O -0.673 -1.630 1.404  -0.0619
O -0.120 0.745 -1.453  0.0480
C 0.399 1.138 -2.608  -0.4045
C 0.300 -0.655 1.105  -0.1702
C -0.579 -0.496 2.233  -0.1654
H 0.122 -0.038 0.277  0.0478
H 0.223 0.409 -3.441  0.1468
H -0.384 -0.200 -1.472  0.1228
H -1.421 0.198 2.204  0.1137
H 1.330 -0.929 1.260  0.1159
H -0.187 -0.705 3.237  0.1136